No. 1
# C13H10NNiTe4

C13H10NNiTe4 as an isolated structure (wB97M-V/def2-TZVPD, the Open Molecules 2025 dataset).

Energy above the lowest of the compared OMol25 structures with the same formula, charge and spin (kJ/mol): 0.0
2S+1: 3
Calculated total energy (Eh): -3136.59822
Gap between HOMO and LUMO (spin up / spin down) (eV): 5.77 / 5.40
Largest force on an atom (eV/A): 0.48
Total charge: -1

Geometry (Å):
Ni (-1.1581, -0.0646, 0.3465)
C (0.8959, -0.3581, 2.2724)
C (-0.3526, 0.0639, 2.7105)
C (-1.4643, -0.7792, 2.5816)
C (-1.3141, -2.0213, 1.9676)
C (-0.0559, -2.4365, 1.5262)
C (1.0490, -1.6131, 1.6922)
H (1.7458, 0.3087, 2.3373)
H (-0.4794, 1.0514, 3.1349)
H (-2.4488, -0.4447, 2.8925)
H (-2.1885, -2.6401, 1.8068)
H (0.0511, -3.3935, 1.0326)
H (2.0181, -1.9207, 1.3226)
Te (-2.9529, 1.8571, 0.1549)
Te (-4.6636, 1.3364, 2.0650)
Te (-4.8258, -1.9207, 0.3554)
Te (-3.1286, -0.7641, -1.2837)
N (3.9974, 2.1679, -4.4557)
C (3.1925, 1.8278, -3.7065)
C (2.1884, 1.3995, -2.7758)
C (1.6308, 0.1254, -2.8889)
C (0.6639, -0.2861, -1.9865)
C (0.2112, 0.5324, -0.9420)
C (0.7884, 1.8079, -0.8635)
C (1.7563, 2.2442, -1.7542)
H (1.9595, -0.5284, -3.6879)
H (0.2399, -1.2787, -2.1050)
H (0.4649, 2.4896, -0.0825)
H (2.1798, 3.2377, -1.6668)



No. 2
# C4H11O

A 2-piece molecular cluster, C4H11O overall (wB97M-V/def2-TZVPD, the Open Molecules 2025 dataset).

Energy above the lowest of the compared OMol25 structures with the same formula, charge and spin (kJ/mol): 107.5
Calculated total energy (Eh): -234.17031
Gap between HOMO and LUMO (eV): 6.14
Largest force on an atom (eV/A): 2.51
Total charge: -1

Geometry (Å):
C (2.1983, 0.8039, -0.3375)
O (1.5562, 1.0628, -1.5364)
H (1.7343, 1.4848, 0.5101)
H (3.3022, 1.0177, -0.3555)
H (2.0342, -0.1594, 0.2643)
C (-0.2497, -0.2364, 1.2263)
C (-0.7496, 0.0059, -0.1941)
C (-1.9612, -0.8289, -0.6996)
H (0.1621, -1.1818, 1.1668)
H (0.4702, 0.4775, 1.6078)
H (-0.9626, -0.2457, 2.0530)
H (-0.9703, 1.0870, -0.3061)
H (0.0735, -0.2226, -0.9105)
H (-2.5358, -1.2477, 0.1895)
H (-1.5130, -1.5979, -1.3354)
H (-2.5888, -0.2192, -1.3428)



No. 3
# C43H50N5O3

A 2-piece molecular cluster, C43H50N5O3 overall (wB97M-V/def2-TZVPD, the Open Molecules 2025 dataset).

Energy above the lowest of the compared OMol25 structures with the same formula, charge and spin (kJ/mol): 137.7
Calculated total energy (Eh): -2167.62585
Gap between HOMO and LUMO (eV): 2.18
Largest force on an atom (eV/A): 3.73
Total charge: +1

Geometry (Å):
C (-6.9350, 0.1799, 2.1834)
C (-5.4601, 0.4456, 2.1146)
C (-4.9675, 1.7328, 2.3520)
C (-3.6019, 2.0080, 2.2952)
C (-3.1461, 3.4277, 2.4564)
C (-2.7027, 0.9532, 2.0450)
N (-1.3475, 1.2941, 1.7516)
C (-0.1999, 0.7399, 2.1940)
N (0.8574, 1.2391, 1.5228)
C (2.2188, 0.8817, 1.6347)
C (2.6020, -0.5087, 1.4690)
C (1.7231, -1.5286, 1.1185)
C (3.9839, -0.8141, 1.6850)
C (4.9196, 0.1741, 1.9404)
C (6.3371, -0.2227, 2.2327)
C (4.5248, 1.5185, 1.9397)
C (3.1854, 1.8818, 1.7772)
C (2.8612, 3.3489, 1.7920)
C (0.3900, 2.0677, 0.3985)
C (-1.0991, 1.9496, 0.4541)
C (-3.1840, -0.3326, 1.7462)
C (-2.2860, -1.4261, 1.2713)
C (-4.5576, -0.5714, 1.7971)
H (-7.1467, -0.8673, 1.9453)
H (-7.3293, 0.3940, 3.1868)
H (-7.4803, 0.8138, 1.4707)
H (-5.6624, 2.5560, 2.5459)
H (-2.0991, 3.5283, 2.7642)
H (-3.2991, 4.0048, 1.5310)
H (-3.7680, 3.9118, 3.2205)
H (2.1435, -2.4844, 0.8127)
H (-0.1178, 0.0463, 3.0340)
H (0.6535, -1.3562, 1.0421)
H (4.3190, -1.8555, 1.6377)
H (7.0239, 0.6163, 2.0795)
H (6.4445, -0.5682, 3.2729)
H (6.6286, -1.0552, 1.5792)
H (5.2703, 2.3039, 2.0845)
H (3.7361, 3.8754, 2.1889)
H (2.7066, 3.7581, 0.7834)
H (2.0051, 3.6066, 2.4257)
H (0.7070, 3.1032, 0.5368)
H (0.7935, 1.6940, -0.5512)
H (-1.4806, 1.3106, -0.3587)
H (-1.6156, 2.9102, 0.3993)
H (-2.8277, -2.3785, 1.3172)
H (-1.9920, -1.2794, 0.2202)
H (-1.3813, -1.5252, 1.8799)
H (-4.9314, -1.5659, 1.5426)
C (-3.0528, -2.0660, 11.6721)
N (-3.1137, -2.2238, 10.2354)
C (-3.9869, -3.1187, 9.6747)
O (-4.8733, -3.7160, 10.2817)
C (-3.6496, -3.1906, 8.1845)
C (-4.8389, -3.0092, 7.2457)
C (-6.0301, -3.8896, 7.5522)
C (-7.3115, -3.3276, 7.5615)
C (-8.4147, -4.1056, 7.9187)
C (-8.2429, -5.4633, 8.2205)
C (-6.9678, -6.0414, 8.1495)
C (-5.8608, -5.2547, 7.8164)
N (-2.6413, -2.1339, 8.0347)
C (-2.1425, -1.7988, 6.8216)
C (-0.8936, -1.2182, 6.6106)
C (-0.1955, -1.1058, 5.4039)
C (1.2295, -0.8405, 5.4640)
C (1.7804, -0.0641, 6.5147)
C (3.1625, -0.0481, 6.7459)
N (3.6480, 0.5765, 7.9315)
O (4.8817, 0.6629, 8.1158)
O (2.8045, 1.0206, 8.7491)
C (4.0523, -0.7391, 5.9029)
C (3.5257, -1.4480, 4.8279)
C (2.1507, -1.4753, 4.5894)
C (-2.0594, -1.7622, 9.3386)
C (-1.8563, -0.2535, 9.5270)
C (-0.7583, -2.5257, 9.6200)
H (-3.9836, -2.4463, 12.1040)
H (-2.2106, -2.6258, 12.1089)
H (-2.9398, -1.0054, 11.9204)
H (-3.1850, -4.1828, 7.9922)
H (-5.1567, -1.9564, 7.2601)
H (-4.4833, -3.2305, 6.2283)
H (-7.4233, -2.2656, 7.3232)
H (-9.4046, -3.6475, 7.9716)
H (-9.1022, -6.0715, 8.5037)
H (-6.8286, -7.1010, 8.3751)
H (-4.8599, -5.6952, 7.7799)
H (-2.7388, -2.1134, 5.9606)
H (-0.3587, -0.8924, 7.5032)
H (-0.6421, -1.4642, 4.4729)
H (1.1446, 0.5023, 7.1924)
H (5.1176, -0.7060, 6.1236)
H (4.2072, -1.9792, 4.1624)
H (1.7516, -2.0416, 3.7471)
H (-2.8037, 0.2713, 9.3495)
H (-1.5234, -0.0660, 10.5555)
H (-1.0997, 0.1382, 8.8460)
H (-0.9661, -3.6026, 9.6926)
H (-0.0294, -2.3601, 8.8209)
H (-0.3357, -2.1703, 10.5694)



No. 4
# C35H46NO7PSSiTe4Y

C35H46NO7PSSiTe4Y as an isolated structure (wB97M-V/def2-TZVPD, the Open Molecules 2025 dataset).

Energy above the lowest of the compared OMol25 structures with the same formula, charge and spin (kJ/mol): 123.4
Calculated total energy (Eh): -4082.52712
Gap between HOMO and LUMO (eV): 6.09
Largest force on an atom (eV/A): 0.68
Total charge: -1

Geometry (Å):
Y (0.3528, -0.0475, 1.3513)
O (0.5127, -2.1830, 1.7708)
N (0.4288, -3.3515, 2.3546)
C (-0.7959, -3.9192, 2.4517)
C (-0.9717, -5.1249, 3.0631)
C (0.1510, -5.7550, 3.6169)
C (1.3734, -5.1489, 3.5383)
C (1.5560, -3.8980, 2.9013)
S (3.0840, -3.1538, 2.8365)
H (-1.5841, -3.3301, 2.0081)
H (-1.9617, -5.5515, 3.1239)
H (0.0509, -6.7070, 4.1219)
H (2.2532, -5.5912, 3.9817)
Te (-0.7988, -0.6279, 4.3738)
Te (1.7651, 0.1590, 4.7832)
Te (2.8798, -1.4950, 6.4860)
Te (3.1750, -0.2744, 2.3414)
C (-2.9629, 3.8433, -2.1805)
C (-3.9997, 3.0399, -1.7274)
C (-3.8348, 2.2642, -0.5876)
C (-2.6261, 2.2806, 0.1004)
C (-1.5795, 3.0751, -0.3723)
C (-1.7526, 3.8607, -1.5008)
P (-2.2451, 1.3571, 1.6342)
C (-2.6514, 2.6047, 2.8903)
C (-1.6172, 3.1489, 3.6442)
C (-1.8863, 4.1626, 4.5542)
C (-3.1832, 4.6244, 4.7171)
C (-4.2176, 4.0873, 3.9592)
C (-3.9504, 3.0860, 3.0402)
C (-3.5036, 0.0541, 1.7578)
C (-3.6206, -0.8425, 0.6930)
C (-4.4268, -1.9641, 0.8040)
C (-5.1121, -2.2117, 1.9871)
C (-4.9860, -1.3353, 3.0542)
C (-4.1842, -0.2067, 2.9436)
H (-3.0939, 4.4462, -3.0703)
H (-4.9419, 3.0163, -2.2608)
H (-4.6508, 1.6432, -0.2371)
H (-0.6185, 3.0677, 0.1372)
H (-0.9320, 4.4684, -1.8598)
H (-0.6072, 2.7770, 3.5156)
H (-1.0794, 4.5829, 5.1400)
H (-3.3917, 5.4085, 5.4343)
H (-5.2293, 4.4535, 4.0809)
H (-4.7531, 2.6765, 2.4369)
H (-3.0686, -0.6682, -0.2259)
H (-4.5090, -2.6505, -0.0292)
H (-5.7344, -3.0928, 2.0794)
H (-5.5022, -1.5343, 3.9846)
H (-4.0695, 0.4602, 3.7889)
O (1.3773, 1.7627, 1.8388)
O (2.7855, 1.7160, 2.1561)
C (1.5676, -3.3462, -1.4315)
C (2.9145, -2.7873, -1.8793)
C (4.0390, -3.4295, -1.0788)
C (3.1216, -3.0058, -3.3751)
O (2.9931, -1.3866, -1.6129)
Si (1.8772, -0.1914, -1.7021)
O (0.6313, -0.3070, -0.7045)
O (1.3774, -0.1744, -3.2797)
C (0.1337, 0.2594, -3.8209)
C (-0.9517, -0.7602, -3.4814)
C (-0.2376, 1.6326, -3.2720)
C (0.3389, 0.3292, -5.3295)
O (2.6746, 1.1692, -1.2908)
C (3.8530, 1.8190, -1.7508)
C (3.5088, 3.3001, -1.8581)
C (4.9250, 1.5952, -0.6900)
C (4.3087, 1.2734, -3.1008)
H (1.5431, -4.4290, -1.5753)
H (0.7533, -2.9002, -2.0077)
H (1.4033, -3.1228, -0.3767)
H (4.0793, -4.5050, -1.2665)
H (3.8774, -3.2699, -0.0117)
H (4.9959, -2.9870, -1.3622)
H (3.1075, -4.0721, -3.6127)
H (4.0840, -2.5915, -3.6822)
H (2.3373, -2.5017, -3.9408)
H (-1.0508, -0.8433, -2.3987)
H (-0.6827, -1.7395, -3.8836)
H (-1.9109, -0.4583, -3.9095)
H (-0.3919, 1.5812, -2.1939)
H (-1.1562, 2.0005, -3.7351)
H (0.5650, 2.3466, -3.4703)
H (0.6483, -0.6463, -5.7083)
H (1.1205, 1.0531, -5.5663)
H (-0.5827, 0.6282, -5.8333)
H (3.1246, 3.6508, -0.8994)
H (2.7397, 3.4511, -2.6189)
H (4.3894, 3.8876, -2.1276)
H (4.5635, 1.9580, 0.2733)
H (5.8496, 2.1163, -0.9507)
H (5.1370, 0.5271, -0.6035)
H (3.5272, 1.4014, -3.8515)
H (4.5376, 0.2096, -3.0228)
H (5.2051, 1.8029, -3.4311)